(1)
ORCA calculation (ωB97M-V with the def2-TZVPD basis set) on a cluster of 9 separate species, C39H36F48O15 in total.

Element x y z (Å)
F -4.36 -2.34 -3.50
F -0.19 0.83 -1.52
F -5.45 -2.12 0.33
F 4.55 -0.44 2.25
F -2.82 -0.29 -4.94
F -3.00 0.15 -2.86
F 4.89 -5.45 -3.54
F 1.40 2.10 0.87
F -5.53 -1.23 -4.93
F -8.53 0.21 -3.95
F -3.22 3.31 -5.66
F -9.37 1.08 -2.14
F 6.57 3.45 6.32
F -7.86 -0.41 -0.58
F 1.33 -0.10 2.83
F -2.17 3.15 -3.07
F -2.43 5.22 -2.81
F -4.46 4.52 -4.38
F -8.97 -1.69 -1.86
F -2.64 -5.05 -1.53
F 0.44 2.27 -3.49
F 7.81 2.40 4.99
F -4.55 -4.54 -0.89
F 3.21 3.37 6.58
F 8.61 0.59 6.85
F 2.25 -0.41 -1.95
F -5.33 0.20 2.24
F -3.37 -6.74 0.73
F -1.00 -1.22 -1.41
F 2.71 1.35 4.51
F 6.35 -4.63 -2.39
F 3.46 -0.07 5.83
F 2.65 4.38 -1.73
F 3.28 -3.08 -3.37
F -0.68 2.25 1.06
F -0.60 0.40 3.34
F 7.43 1.65 8.42
F -2.22 -5.11 1.65
F -3.96 -0.62 0.03
F 6.08 -2.16 0.49
F 1.85 3.58 -4.40
F 0.73 -0.97 -3.46
F 5.02 -3.00 -4.48
F 2.92 2.35 -2.21
F 3.52 0.29 0.45
F -3.49 -0.71 2.94
F 1.71 1.87 6.96
F 6.00 -0.34 -0.55
O 6.08 1.22 5.96
O 2.66 -4.23 2.00
O 0.56 3.23 -7.89
O 1.72 1.46 -7.00
O -2.13 4.41 4.49
O 4.48 -1.96 -1.02
O 0.93 -4.45 0.50
O -0.41 1.60 -6.64
O -3.62 4.21 2.76
O -3.45 2.57 4.49
O -5.75 -0.75 -2.79
O -3.39 -2.65 0.90
O 0.60 -0.67 0.05
O 0.63 -3.68 2.57
O 0.19 4.46 -3.20
C -7.98 -0.82 -1.84
C -3.21 4.34 -4.80
C -6.81 -1.59 -2.54
C 1.11 3.40 -3.32
C 5.21 -1.28 -0.02
C 0.22 0.39 2.27
C 5.13 -2.01 -2.30
C 4.64 -3.17 -3.25
C -4.37 -1.57 0.83
C -1.93 3.69 5.75
C 4.16 -0.72 1.03
C 3.52 1.22 5.50
C 1.34 -3.31 3.71
C -2.80 -3.18 -0.28
C -0.05 0.39 -6.05
C 1.39 -4.15 1.62
C -2.13 4.28 -3.75
C -3.26 -5.40 0.85
C 2.02 3.24 -2.05
C -3.11 3.74 3.82
C 7.10 2.26 6.13
C -3.33 -4.61 -0.46
C -8.34 0.43 -2.66
C 2.74 -3.94 3.38
C -2.48 2.31 5.49
C 0.40 1.83 1.70
C -3.70 -0.08 -3.97
C 5.00 1.53 5.08
C -4.60 -0.96 2.21
C 0.66 2.22 -7.20
C 1.44 0.50 -6.00
C 0.06 -0.44 -1.28
C 1.16 -1.00 -2.20
C 8.03 1.76 7.25
C -4.83 -1.11 -3.84
C -0.72 4.63 -4.31
C 2.98 2.05 6.68
C -0.35 -0.54 1.13
C 5.08 -4.52 -2.66
H -3.07 -2.55 -1.12
H 5.21 0.93 4.19
H 1.32 -2.04 -1.94
H -4.11 -5.17 1.48
H 1.45 -2.23 3.84
H 1.73 0.81 -5.00
H 8.86 2.45 7.42
H -1.30 -0.08 0.86
H -2.55 4.15 6.51
H 3.42 -1.49 1.26
H 4.53 -4.73 -1.75
H -0.54 -1.57 1.43
H -3.11 5.15 -5.51
H -7.29 -2.11 -3.36
H 3.49 -3.23 3.73
H 1.42 2.88 -1.22
H -4.14 0.87 -4.28
H 0.90 -3.78 4.59
H -0.33 -0.47 -6.65
H -5.21 -1.60 2.85
H -7.47 1.09 -2.67
H -2.93 1.87 6.39
H -0.37 0.28 -5.02
H -0.57 3.94 -5.13
H -1.69 1.67 5.10
H 5.03 2.56 4.71
H -1.71 -3.20 -0.26
H 0.49 2.46 2.59
H 1.98 -0.44 -6.06
H -6.43 -2.39 -1.90
H 4.82 -1.07 -2.76
H 6.21 -2.11 -2.20
H 3.54 1.82 7.59
H 2.88 -4.91 3.88
H -0.61 5.67 -4.64
H -0.93 3.78 6.16

Calculated values
DFT total energy (eV): -202174.64563
Highest occupied orbital energy (eV): -10.86
Gap between HOMO and LUMO (eV): 11.05
Net charge: 0
SMILES: FC(F)C(F)(F)COC(F)(F)C(F)F.FC(F)C(F)(F)COC(F)(F)C(F)F.FC(F)C(F)(F)COC(F)(F)C(F)F.FC(F)C(F)(F)COC(F)(F)C(F)F.FC(F)C(F)(F)COC(F)(F)C(F)F.FC(F)C(F)(F)COC(F)(F)C(F)F.O=C1OCCO1.O=C1OCCO1.O=C1OCCO1

(2)
ORCA calculation (ωB97M-V with the def2-TZVPD basis set) on a cluster of 2 separate species, C5H12Si in total.

Element x y z (Å)
Si -1.11 -1.95 0.07
C 0.36 -0.87 0.61
C 1.51 1.57 0.62
C 1.68 -1.13 1.35
C 1.15 0.20 0.84
C -1.56 1.12 -1.68
H -0.95 -2.90 -1.01
H -0.73 1.65 -2.05
H -1.25 0.33 -1.07
H -2.08 0.81 -2.63
H 2.12 2.06 1.39
H -1.47 -2.61 1.30
H 2.48 -1.65 0.70
H -2.33 -1.24 -0.15
H 1.92 1.74 -0.42
H 0.65 2.16 0.69
H 1.68 -1.05 2.49
H -2.08 1.76 -1.05

Calculated values
2S+1: 3
DFT total energy (eV): -13249.82841
Highest occupied orbital energy (spin up / spin down) (eV): -5.44 / -9.94
Gap between HOMO and LUMO (spin up / spin down) (eV): 6.39 / 8.16
Energy relative to the best compared isomer or geometry (same formula, charge and spin) (kcal per mole): 74.6
Net charge: 0